Record 1
DFT (wB97M-V/def2-TZVPD) results for C28H26F6N8O4S4Ta as an isolated structure in a non-equilibrium geometry.

## Properties
Max |F|, hartree/bohr: 0.07662
Gap between HOMO and LUMO, eV: 6.414
E_tot, eV: -110741.271
ΔE to the lowest compared entry with this formula, charge and spin, eV: 0.0000
Net charge: +3
LUMO, eV: -10.27

CARTESIAN COORDINATES (ANGSTROEM)
Ta -0.12254 -0.17594 -0.43710
C 1.39361 -2.16695 -2.50286
N 1.65726 -1.47096 -1.18780
C 2.92327 -0.72302 -1.48762
C 3.13854 0.31264 -0.43509
C 4.33426 0.54541 0.17729
C 4.37268 1.64748 1.05246
C 3.24088 2.43777 1.22615
C 2.10486 2.13636 0.53263
N 2.02259 1.01615 -0.18690
C 1.97593 -2.58846 -0.22409
C 1.81694 -2.13013 1.20825
C 2.41946 -2.75614 2.29529
C 2.36145 -2.09356 3.49818
C 1.65147 -0.86822 3.63376
C 0.99303 -0.35599 2.52313
N 1.03555 -1.01418 1.32433
C -0.03445 -2.63336 -2.51939
C -0.44550 -3.46379 -3.61798
C -1.78514 -3.81658 -3.78993
C -2.67451 -3.38901 -2.78657
C -2.16138 -2.69240 -1.69074
N -0.90292 -2.24993 -1.56663
H 2.00726 -3.06158 -2.53847
H 1.58257 -1.47101 -3.33231
H 2.81141 -0.20381 -2.47735
H 3.74258 -1.42057 -1.64144
H 5.26739 -0.00433 -0.00981
H 5.31871 1.86630 1.51477
H 3.20242 3.29204 1.85239
H 1.24648 2.73679 0.69705
H 2.91840 -2.95363 -0.36313
H 1.23717 -3.41557 -0.42451
H 3.08078 -3.67692 2.17666
H 2.90316 -2.39863 4.40258
H 1.63383 -0.32541 4.57882
H 0.44066 0.51667 2.59494
H 0.37814 -3.73678 -4.32840
H -2.15607 -4.32284 -4.70678
H -3.71808 -3.72175 -2.80191
H -2.85629 -2.37721 -0.91298
C 0.49552 2.05104 -5.46456
S -1.16628 1.62720 -4.88673
C -1.07331 1.08648 -3.23570
S 0.45737 0.90340 -2.44286
N -2.19422 0.96058 -2.58203
N -2.11684 0.38020 -1.36330
C -3.21486 0.25008 -0.68855
C -3.12268 -0.60007 0.49886
C -4.28299 -0.98974 1.13565
C -4.17214 -1.95511 2.13975
C -2.95399 -2.42405 2.49948
C -1.81995 -1.88570 1.86228
N -1.89848 -1.01022 0.86436
H 0.51827 3.06629 -5.88643
H 1.24643 2.03643 -4.64778
H 0.80428 1.37786 -6.23438
H -4.23426 0.57785 -0.99708
H -5.17622 -0.57632 0.73629
H -5.03934 -2.29812 2.60653
H -2.74983 -3.24334 3.20243
H -0.77867 -2.11428 2.20267
F -3.04077 3.20557 -0.89743
C -1.96525 3.53526 -0.28913
F -0.94211 3.48016 -1.13817
F -2.04312 4.83588 0.05352
S -1.52394 2.45552 1.19673
O -0.59331 1.43341 0.52445
O -2.66153 1.85369 1.78185
N -0.49129 3.20486 1.97808
S -0.88490 4.44161 2.96669
O -0.23032 5.57782 2.46565
O -2.26790 4.29958 3.34266
C -0.01684 4.00859 4.56128
F 1.21020 4.61292 4.57448
F -0.71619 4.32926 5.61687
F 0.28354 2.67640 4.62473


Record 2
DFT (wB97M-V/def2-TZVPD) results for C28H26FGe2NO5Pt as an isolated structure.

## Properties
Max |F|, hartree/bohr: 0.00328
Gap between HOMO and LUMO (spin up / spin down), eV: 6.729 / 7.230
E_tot, eV: -160183.266
ΔE to the lowest compared entry with this formula, charge and spin, eV: 0.0000
Net charge: -1
Multiplicity: 4
LUMO (spin up / spin down), eV: 2.42 / 1.26

CARTESIAN COORDINATES (ANGSTROEM)
Pt -0.93086 0.28786 0.87310
O -6.04792 -3.15638 0.90379
C -4.93793 -2.37494 0.88423
C -4.90045 -1.16610 0.19855
C -3.73709 -0.42779 0.22810
N -2.67228 -0.86795 0.89883
C -2.68800 -2.02637 1.56462
C -3.81707 -2.81608 1.57869
C -1.40146 -2.43153 2.30433
O -1.42094 -3.51438 2.88188
O -0.44357 -1.59911 2.22667
C -3.61923 0.92544 -0.49674
O -4.61165 1.29654 -1.11838
O -2.49470 1.51028 -0.38639
H -6.73737 -2.73204 0.38270
H -5.74173 -0.77117 -0.35729
H -3.80238 -3.74848 2.12335
C 3.88928 -2.17822 -1.21833
Ge 2.28030 -2.01918 -0.08566
C 2.90461 -1.68222 1.73737
C 1.28533 -3.70345 -0.15820
Ge 0.88954 -0.16488 -0.81359
C 1.96379 1.48349 -0.77840
C 2.24069 2.20670 -1.93772
C 2.99828 3.37056 -1.88719
C 3.48984 3.82950 -0.67359
C 3.22103 3.12007 0.49034
C 2.46448 1.95911 0.43604
C 0.22842 -0.37783 -2.64995
C 0.81834 -1.28151 -3.53381
C 0.35442 -1.41578 -4.83648
C -0.71394 -0.64527 -5.27287
C -1.31345 0.25665 -4.40371
C -0.84696 0.39040 -3.10233
H 4.59028 -2.87474 -0.75286
H 4.37857 -1.20753 -1.31187
H 3.65594 -2.54463 -2.21850
H 3.52858 -2.51573 2.06718
H 2.04804 -1.59316 2.40496
H 3.49782 -0.76723 1.77478
H 1.95251 -4.54367 0.04455
H 0.83335 -3.84657 -1.14075
H 0.50112 -3.69853 0.59802
H 1.85306 1.86279 -2.89059
H 3.19940 3.92317 -2.79738
H 4.07449 4.74052 -0.63263
H 3.59067 3.47863 1.44350
H 2.24029 1.42815 1.35557
H 1.65443 -1.89004 -3.20590
H 0.82610 -2.12270 -5.50882
H -1.08097 -0.75034 -6.28677
H -2.15297 0.85603 -4.73403
H -1.33179 1.09022 -2.43040
F 0.14762 4.59810 5.15038
C -0.13300 3.64027 4.22725
C 0.23954 2.33767 4.49103
C -0.05013 1.36438 3.54166
C -0.69486 1.69990 2.34983
C -1.06641 3.02561 2.12701
C -0.78300 4.00917 3.06730
H 0.74078 2.09858 5.42014
H 0.22439 0.33201 3.72710
H -1.57717 3.28900 1.20793
H -1.05607 5.04470 2.91036


Record 3
DFT (wB97M-V/def2-TZVPD) results for C28H27AsClIN4O6RuS as an isolated structure.

## Properties
Max |F|, hartree/bohr: 0.00952
Gap between HOMO and LUMO (spin up / spin down), eV: 7.507 / 6.528
E_tot, eV: -142595.044
ΔE to the lowest compared entry with this formula, charge and spin, eV: 0.0000
Net charge: +1
Multiplicity: 2
LUMO (spin up / spin down), eV: -3.51 / -4.58

CARTESIAN COORDINATES (ANGSTROEM)
Ru 0.67569 -0.44971 0.23049
C -1.33148 0.58988 4.27062
C -1.45623 1.61151 3.18456
N -2.10201 2.72280 3.42666
C -2.20292 3.65608 2.45750
C -1.63393 3.53755 1.21822
C -1.87096 4.62059 0.19467
O -0.67624 5.17543 -0.34783
C -0.91512 2.34457 0.92213
C -0.31152 2.23468 -0.38035
N 0.17346 1.18064 -0.95516
C 0.52946 1.31493 -2.34592
C 0.06529 2.37002 -3.13912
C 0.43282 2.49167 -4.46657
C 1.25493 1.54735 -5.06251
C 1.67337 0.45873 -4.31964
C 1.29669 0.35271 -2.99048
I 1.81446 -1.40463 -2.00165
C -0.85183 1.35860 1.91025
O -0.24626 0.20297 1.78651
H -1.99491 0.85692 5.08825
H -0.30464 0.55426 4.64227
H -1.57330 -0.40996 3.90892
H -2.77915 4.53785 2.71256
H -2.49368 5.39772 0.64159
H -2.42424 4.22366 -0.65935
H -0.27365 5.75451 0.30748
H -0.29206 3.16633 -0.92727
H -0.61249 3.10881 -2.73762
H 0.05913 3.32842 -5.04079
H 1.54856 1.64185 -6.09853
H 2.28258 -0.31075 -4.77439
O -1.95061 -4.41754 3.42129
C -2.73017 -4.18479 2.37922
O -3.83457 -4.64185 2.27354
C -2.17474 -3.29232 1.31088
C -2.81207 -2.98804 0.11106
Cl -4.31300 -3.46403 -0.49248
N -2.01600 -2.15627 -0.59460
N -0.88714 -1.91071 0.08890
C -0.96484 -2.59589 1.22103
C 0.26389 -2.59206 2.07485
O 0.33629 -3.27529 3.08656
O 1.22997 -1.88897 1.58675
C -2.18194 -1.68775 -1.93896
C -2.29816 -0.32985 -2.17435
C -2.43192 0.11272 -3.48272
C -2.45827 -0.79953 -4.52747
C -2.35439 -2.16158 -4.27140
C -2.21260 -2.61382 -2.96978
H -1.06856 -3.98045 3.34670
H -2.31832 0.36064 -1.33991
H -2.52963 1.17112 -3.68481
H -2.57253 -0.44988 -5.54477
H -2.38322 -2.87329 -5.08510
H -2.11817 -3.67029 -2.75387
C 3.61303 -0.92608 3.59707
As 3.93899 -0.70575 1.72162
C 5.66287 0.12877 1.58260
C 4.17493 -2.42118 0.88100
S 2.62676 0.74416 0.79748
H 4.38002 -1.58020 4.01078
H 2.62944 -1.36265 3.73401
H 3.67088 0.05538 4.06430
H 6.42450 -0.57278 1.92019
H 5.68475 1.02172 2.20364
H 5.83939 0.40290 0.54485
H 4.38549 -3.13528 1.67631
H 5.02011 -2.36196 0.19843
H 3.26972 -2.72334 0.37169


Question: The highest max |F| belongs to which entry?
Answer: C28H26F6N8O4S4Ta


Repeat the third record exactly.
DFT (wB97M-V/def2-TZVPD) results for C28H27AsClIN4O6RuS as an isolated structure.

## Properties
Max |F|, hartree/bohr: 0.00952
Gap between HOMO and LUMO (spin up / spin down), eV: 7.507 / 6.528
E_tot, eV: -142595.044
ΔE to the lowest compared entry with this formula, charge and spin, eV: 0.0000
Net charge: +1
Multiplicity: 2
LUMO (spin up / spin down), eV: -3.51 / -4.58

CARTESIAN COORDINATES (ANGSTROEM)
Ru 0.67569 -0.44971 0.23049
C -1.33148 0.58988 4.27062
C -1.45623 1.61151 3.18456
N -2.10201 2.72280 3.42666
C -2.20292 3.65608 2.45750
C -1.63393 3.53755 1.21822
C -1.87096 4.62059 0.19467
O -0.67624 5.17543 -0.34783
C -0.91512 2.34457 0.92213
C -0.31152 2.23468 -0.38035
N 0.17346 1.18064 -0.95516
C 0.52946 1.31493 -2.34592
C 0.06529 2.37002 -3.13912
C 0.43282 2.49167 -4.46657
C 1.25493 1.54735 -5.06251
C 1.67337 0.45873 -4.31964
C 1.29669 0.35271 -2.99048
I 1.81446 -1.40463 -2.00165
C -0.85183 1.35860 1.91025
O -0.24626 0.20297 1.78651
H -1.99491 0.85692 5.08825
H -0.30464 0.55426 4.64227
H -1.57330 -0.40996 3.90892
H -2.77915 4.53785 2.71256
H -2.49368 5.39772 0.64159
H -2.42424 4.22366 -0.65935
H -0.27365 5.75451 0.30748
H -0.29206 3.16633 -0.92727
H -0.61249 3.10881 -2.73762
H 0.05913 3.32842 -5.04079
H 1.54856 1.64185 -6.09853
H 2.28258 -0.31075 -4.77439
O -1.95061 -4.41754 3.42129
C -2.73017 -4.18479 2.37922
O -3.83457 -4.64185 2.27354
C -2.17474 -3.29232 1.31088
C -2.81207 -2.98804 0.11106
Cl -4.31300 -3.46403 -0.49248
N -2.01600 -2.15627 -0.59460
N -0.88714 -1.91071 0.08890
C -0.96484 -2.59589 1.22103
C 0.26389 -2.59206 2.07485
O 0.33629 -3.27529 3.08656
O 1.22997 -1.88897 1.58675
C -2.18194 -1.68775 -1.93896
C -2.29816 -0.32985 -2.17435
C -2.43192 0.11272 -3.48272
C -2.45827 -0.79953 -4.52747
C -2.35439 -2.16158 -4.27140
C -2.21260 -2.61382 -2.96978
H -1.06856 -3.98045 3.34670
H -2.31832 0.36064 -1.33991
H -2.52963 1.17112 -3.68481
H -2.57253 -0.44988 -5.54477
H -2.38322 -2.87329 -5.08510
H -2.11817 -3.67029 -2.75387
C 3.61303 -0.92608 3.59707
As 3.93899 -0.70575 1.72162
C 5.66287 0.12877 1.58260
C 4.17493 -2.42118 0.88100
S 2.62676 0.74416 0.79748
H 4.38002 -1.58020 4.01078
H 2.62944 -1.36265 3.73401
H 3.67088 0.05538 4.06430
H 6.42450 -0.57278 1.92019
H 5.68475 1.02172 2.20364
H 5.83939 0.40290 0.54485
H 4.38549 -3.13528 1.67631
H 5.02011 -2.36196 0.19843
H 3.26972 -2.72334 0.37169


Question: The lowest net charge belongs to which entry?
Answer: C28H26FGe2NO5Pt


Question: Look up the net charge of the second one.
Answer: -1